Below is the molecule C22H33F12NO6S2 in a non-equilibrium geometry, with properties calculated with the ωB97M-V functional and the def2-TZVPD basis.

```
! RIJCOSX wB97M-V def2-TZVPD def2/J DEFGRID3
* xyz 0 1
C 0.989 -0.078 -5.111
C 1.613 -0.815 -3.919
C 1.614 0.014 -2.623
N 1.347 -0.750 -1.409
C -0.016 -1.190 -1.116
C -0.087 -2.733 -1.381
C 1.192 -3.504 -1.619
O 2.030 -3.596 -0.450
C 3.355 -3.442 -0.700
O 3.941 -4.171 -1.452
C 4.072 -2.344 0.027
C 4.753 -1.366 -0.960
O -0.909 -0.674 -2.136
S -1.859 0.644 -1.917
O -2.257 0.968 -3.260
O -0.825 1.865 -1.541
C -0.013 1.709 -0.363
C 0.042 3.109 0.279
C -1.339 3.754 0.414
C -1.530 4.615 1.659
F -1.343 5.928 1.361
F -0.602 4.328 2.618
C -2.906 4.418 2.377
F -2.776 4.805 3.650
F -3.208 3.114 2.396
S -4.376 5.397 1.671
F -5.131 5.290 3.061
F -3.691 6.738 2.138
F -3.667 5.484 0.254
F -5.105 4.066 1.203
F -5.577 6.233 1.091
C -0.577 0.694 0.639
C -0.489 -0.849 0.346
C -1.915 -1.453 0.573
C -2.093 -2.759 1.337
O -2.492 -2.466 2.680
C 0.551 -1.414 1.326
C 0.253 -1.200 2.830
C 0.504 -2.417 3.665
F -0.379 -2.741 4.620
C 1.562 -3.207 3.521
F 1.632 -4.444 3.954
F 2.674 -2.835 2.921
H 1.729 0.422 -5.734
H 0.260 0.661 -4.779
H 0.431 -0.784 -5.724
H 2.607 -1.196 -4.151
H 0.979 -1.683 -3.735
H 2.621 0.423 -2.496
H 0.978 0.886 -2.782
H 1.803 -0.313 -0.628
H -0.616 -3.250 -0.585
H -0.684 -2.884 -2.282
H 0.892 -4.526 -1.867
H 1.779 -3.156 -2.463
H 3.424 -1.797 0.703
H 4.844 -2.802 0.643
H 4.583 -1.676 -1.988
H 5.825 -1.326 -0.785
H 4.367 -0.354 -0.842
H 1.014 1.503 -0.640
H 0.589 3.029 1.214
H 0.642 3.724 -0.391
H -2.148 3.030 0.343
H -1.496 4.419 -0.431
H -1.608 1.009 0.803
H -0.074 0.934 1.575
H -2.577 -0.734 1.051
H -2.334 -1.619 -0.419
H -1.220 -3.415 1.347
H -2.897 -3.327 0.862
H -3.009 -3.211 2.998
H 0.667 -2.480 1.164
H 1.527 -0.978 1.134
H -0.761 -0.851 3.018
H 0.899 -0.405 3.217
*
```

For the strongest force on any atom, the calculation gives 1.29 eV Å⁻¹. The value obtained for the LUMO energy is 0.008 hartree.